1.
Below is C17H15Br4ClGeO4Ru as an isolated structure in a non-equilibrium geometry, with properties calculated with ωB97M-V with the def2-TZVPD basis set.

LUMO energy (alpha / beta) = -2.392 / -2.188 eV
Orbital gap (alpha / beta) = 5.490 / 5.823 eV

Geometry (Å):
Ru1 0.713883 0.028799 -0.866991
Br1 -4.316821 4.689486 -1.948932
C1 -2.730696 3.826827 -1.437720
C2 -1.748932 4.542923 -0.675869
Br2 -2.041932 6.340028 -0.219316
C3 -0.587559 3.922690 -0.292867
Br3 0.752560 4.771305 0.708668
C4 -0.365048 2.573249 -0.648188
O1 0.703820 1.920837 -0.348519
C5 -1.334145 1.855945 -1.402719
O2 -1.076470 0.630657 -1.685763
C6 -2.520670 2.521817 -1.802269
Br4 -3.739214 1.522694 -2.820624
Cl1 -4.714170 -4.780814 -0.852640
C7 -3.477657 -3.599361 -0.538962
C8 -3.647313 -2.681458 0.511759
C9 -2.676936 -1.761798 0.796703
C10 -1.476453 -1.690011 0.049745
O3 -0.569965 -0.833235 0.430756
C11 -1.346160 -2.590611 -1.033093
C12 -0.227910 -2.549243 -1.905726
O4 0.710392 -1.748776 -1.848967
C13 -2.348962 -3.553264 -1.294849
H1 -4.560988 -2.707462 1.091247
H2 -2.789089 -1.056179 1.609384
H3 -0.187940 -3.294916 -2.708208
H4 -2.210072 -4.250328 -2.112494
C14 1.765787 1.052034 2.317632
Ge1 2.894205 -0.120281 1.244686
C15 4.749347 0.348845 1.644490
C16 2.428784 -1.991095 1.553359
C17 2.721944 0.131582 -0.741866
H5 1.932538 0.831093 3.373621
H6 0.711900 0.904171 2.086826
H7 2.022836 2.094323 2.131013
H8 4.930911 0.275993 2.717877
H9 4.908957 1.382023 1.334862
H10 5.454702 -0.292505 1.117673
H11 2.705995 -2.327660 2.553066
H12 2.917811 -2.634175 0.820600
H13 1.349144 -2.095380 1.441866
H14 3.187234 -0.696824 -1.280471
H15 3.132363 1.088039 -1.068760

Cartesian forces (eV/Å) of the 6 atoms listed first:
-2.54 1.32 1.68
-0.08 0.05 -0.01
0.33 0.45 0.30
-0.47 -0.19 -0.35
-0.04 0.06 0.03
0.11 -0.33 -0.03



2.
Below is C17H15BrMnO2 as an isolated structure in a non-equilibrium geometry, with properties calculated with ωB97M-V with the def2-TZVPD basis set.

Spin multiplicity = 5
LUMO energy (alpha / beta) = 0.859 / 1.144 eV
Orbital gap (alpha / beta) = 3.681 / 2.934 eV
Total charge = -1

Geometry (Å):
C1 -1.046772 -1.334394 -2.953148
C2 -1.528028 -2.470664 -2.237338
C3 -2.639817 -2.059579 -1.402095
H1 -1.208550 -3.490611 -2.431540
C4 -2.665787 -0.593845 -1.472436
C5 -1.692153 -0.187517 -2.469615
H2 -1.574187 0.819277 -2.879701
H3 -0.336360 -1.348425 -3.791558
H4 -3.383332 -2.697660 -0.927012
H5 -3.405235 0.061710 -1.009303
Mn1 -1.038298 -1.254299 -0.287888
Br1 0.891603 -2.641540 -0.222792
C6 3.036853 1.193282 -1.451804
C7 2.067165 1.904953 -2.224518
C8 1.877617 1.199960 -3.461128
H6 1.512715 2.777283 -1.889805
C9 2.667018 0.021747 -3.398021
C10 3.410726 0.019261 -2.184074
H7 4.182222 -0.674136 -1.909031
H8 3.358281 1.452373 -0.449619
H9 1.251759 1.521380 -4.289779
H10 2.798641 -0.693040 -4.217993
O1 1.107741 1.925376 0.930461
C11 0.190847 1.145504 1.169748
O2 -0.543282 0.571755 0.237777
C12 -0.224009 0.794555 2.580838
C13 -1.017934 -0.334049 2.850075
C14 -1.393231 -0.635721 4.157997
C15 -0.984722 0.189953 5.215337
C16 -0.196669 1.328033 4.960211
C17 0.175764 1.629159 3.643738
H11 -1.322498 -1.011319 2.034812
H12 -1.992792 -1.532440 4.337487
H13 -1.284697 -0.054152 6.233927
H14 0.141132 1.963820 5.784309
H15 0.808253 2.494009 3.423469

Cartesian forces (eV/Å) of the 6 atoms listed first:
0.05 0.91 -0.05
-1.37 0.39 0.38
-0.07 1.08 -0.78
-0.04 0.30 0.36
-0.41 -1.46 -0.42
-0.23 -0.87 -0.47



3.
Below is the molecule C17H15Cl2N3O5S in a non-equilibrium geometry, with properties calculated with ωB97M-V with the def2-TZVPD basis set.

SMILES = CS(=O)(=O)N(CC(=O)N/N=C/c1ccccc1C(=O)O)c1cccc(Cl)c1Cl
LUMO energy = -0.589 eV
Orbital gap = 8.445 eV
Relative energy (zero: lowest compared OMol25 entry of this formula, charge and spin) = 401.05 kcal/mol

Geometry (Å):
C1 -2.171181 -0.740058 0.689106
H1 -2.695388 -1.612893 1.113389
H2 -2.660959 0.012235 0.587948
H3 -1.157037 -0.550041 1.156960
S1 -1.607223 -1.304055 -1.190160
O1 -2.940139 -1.847224 -1.527608
O2 -1.238375 -0.115870 -1.761542
N1 -0.445307 -2.531747 -0.642027
C2 -0.837560 -3.811068 -0.994226
C3 -1.150438 -4.813850 -0.081000
C4 -1.493397 -6.097067 -0.173333
C5 -1.615084 -6.356503 -1.614464
C6 -1.516133 -5.403456 -2.893182
C7 -1.177878 -4.201945 -2.263527
Cl1 -0.795774 -2.952380 -3.591545
Cl2 -1.953564 -5.742181 -4.298801
H4 -2.179176 -7.343110 -2.124210
H5 -1.762890 -6.752467 0.378645
H6 -0.905330 -4.673959 1.044321
C8 0.742316 -2.133909 -0.679197
C9 1.280537 -1.113670 0.301989
O3 1.368275 -1.367261 1.625118
N2 1.099519 0.112892 -0.002913
N3 1.218595 1.239250 0.829937
C10 1.413398 2.251214 0.357522
C11 1.376844 3.405419 1.142663
C12 1.668218 3.320517 2.325153
C13 1.977825 4.194883 3.492189
C14 1.702934 5.714410 2.964912
C15 1.382133 5.861915 1.594116
C16 1.335956 4.760655 0.790975
C17 1.087077 5.188406 -0.748167
O4 1.157358 4.439609 -1.631430
O5 0.425414 6.463115 -0.931811
H7 0.255957 6.642839 -1.802959
H8 1.375170 6.769548 1.446979
H9 2.106124 6.374488 3.560344
H10 1.936999 4.130933 4.502635
H11 1.798122 2.231215 2.863539
H12 0.767604 2.610668 -0.549447
H13 0.533947 0.316568 -1.094224
H14 1.259300 -2.925567 -0.410641
H15 1.033211 -1.650498 -1.762026

Cartesian forces (eV/Å) of the 6 atoms listed first:
8.83 -9.89 -0.38
0.40 0.53 -0.26
-6.02 8.97 -1.39
-1.43 -0.21 0.03
-8.62 -3.61 8.52
2.71 -0.57 -1.01



4.
Below is the molecule C17H15ClN2O5 in a non-equilibrium geometry, with properties calculated with ωB97M-V with the def2-TZVPD basis set.

SMILES = COc1ccc(NC(=O)Cn2c(=O)oc3cc(Cl)ccc32)c(OC)c1
LUMO energy = 0.568 eV
Orbital gap = 8.654 eV
Relative energy (zero: lowest compared OMol25 entry of this formula, charge and spin) = 38.32 kcal/mol

Geometry (Å):
C1 5.546866 -0.107172 1.872358
H1 5.922587 -0.963770 1.304133
O1 4.624250 0.645635 1.121278
C2 3.480904 0.038110 0.702117
C3 3.133404 -1.279716 0.960014
C4 1.939544 -1.787744 0.469880
C5 1.087906 -0.992295 -0.270688
C6 1.428599 0.351385 -0.523132
C7 2.619415 0.852212 -0.041171
H2 2.922644 1.871631 -0.210854
O2 0.506128 1.062578 -1.244834
C8 0.778295 2.414164 -1.532472
H3 -0.074047 2.767622 -2.110758
H4 1.690327 2.519680 -2.126728
H5 0.866807 3.004594 -0.616026
N1 -0.133843 -1.431021 -0.800907
C9 -0.910965 -2.454650 -0.390273
O3 -0.602048 -3.306432 0.411328
C10 -2.300240 -2.429226 -1.054509
N2 -2.806088 -1.087611 -1.166400
C11 -3.111964 -0.468030 -2.361560
O4 -3.077315 -0.964654 -3.450257
O5 -3.452731 0.825519 -2.100015
C12 -3.333899 1.026853 -0.755970
C13 -3.542269 2.182526 -0.037713
C14 -3.319023 2.098640 1.332985
C15 -2.908760 0.922901 1.950829
C16 -2.702710 -0.234192 1.216202
C17 -2.923346 -0.165183 -0.145707
H6 -2.375988 -1.145469 1.689395
H7 -2.746617 0.916242 3.016525
Cl1 -3.555300 3.510999 2.294790
H8 -3.856374 3.097839 -0.509184
H9 -2.240575 -2.839971 -2.067235
H10 -2.974902 -3.050340 -0.457738
H11 -0.514673 -0.779772 -1.475149
H12 1.661272 -2.808592 0.670806
H13 3.775125 -1.926272 1.534792
H14 6.371008 0.570329 2.089752
H15 5.108596 -0.457342 2.812098

Cartesian forces (eV/Å) of the 6 atoms listed first:
0.13 -0.11 0.11
-0.03 0.02 0.02
-0.21 0.16 -0.17
-0.18 -0.16 -0.04
0.39 0.26 0.13
-0.22 0.09 -0.17



5.
Below is C17H15LuN2O3S2 as an isolated structure, with properties calculated with ωB97M-V with the def2-TZVPD basis set.

LUMO energy = -0.260 eV
Orbital gap = 8.040 eV
Relative energy (zero: lowest compared OMol25 entry of this formula, charge and spin) = 0.00 kcal/mol

Geometry (Å):
Lu1 -0.727557 -0.825001 -3.076383
C1 -0.350826 -1.391845 1.244408
C2 0.173555 -1.273605 -0.156142
N1 -0.189654 -0.306345 -0.941785
N2 -1.075602 0.640589 -0.408131
C3 -1.507886 1.504914 -1.263909
S1 -1.239386 1.717384 -2.980643
S2 -2.614761 2.725190 -0.634630
C4 -2.377328 2.587035 1.149711
C5 -1.052320 3.080860 1.653874
C6 -0.168925 2.220178 2.291794
C7 1.047854 2.681403 2.771023
C8 1.397998 4.013248 2.612360
C9 0.521682 4.880961 1.974540
C10 -0.693358 4.416868 1.499157
C11 1.142328 -2.305434 -0.612420
C12 1.734383 -3.108960 0.379291
C13 2.675008 -4.073633 0.089360
C14 3.055247 -4.279523 -1.231404
C15 2.497208 -3.524974 -2.238504
C16 1.543273 -2.536781 -1.959585
O1 1.032593 -1.863469 -2.978448
H1 -1.179930 -0.709083 1.389378
H2 0.431324 -1.151912 1.966644
H3 -0.673058 -2.415581 1.427672
H4 -2.576762 1.571221 1.487582
H5 -3.180892 3.220038 1.535625
H6 -0.437898 1.175960 2.413295
H7 1.725499 1.997936 3.267028
H8 2.348725 4.375822 2.981224
H9 0.785100 5.923137 1.846637
H10 -1.367226 5.099034 0.993503
H11 1.460787 -2.965055 1.413824
H12 3.110223 -4.659489 0.887276
H13 3.792094 -5.035566 -1.472587
H14 2.774257 -3.669111 -3.273841
O2 -2.533385 -1.884528 -2.345334
C17 -2.991270 -1.948516 -3.519542
O3 -2.285798 -1.624635 -4.506702
H15 -4.025297 -2.278731 -3.675215

Cartesian forces (eV/Å) of the 6 atoms listed first:
0.13 0.16 -0.34
-0.02 0.14 0.05
0.39 -0.17 -0.10
-0.42 -0.21 0.10
0.35 -0.19 -0.25
-0.27 0.32 0.35



6.
Below is C17H15MnN5O4S3Sb as an isolated structure, with properties calculated with ωB97M-V with the def2-TZVPD basis set.

Spin multiplicity = 6
LUMO energy (alpha / beta) = 1.373 / 1.233 eV
Orbital gap (alpha / beta) = 5.897 / 5.902 eV
Total charge = -1
Relative energy (zero: lowest compared OMol25 entry of this formula, charge and spin) = 19.28 kcal/mol

Geometry (Å):
Mn1 1.484801 -1.549295 3.197476
N1 1.913319 -3.188855 1.663084
N2 2.756726 -4.065617 2.350827
C1 3.379348 -3.598505 3.513948
O1 4.364810 -4.184632 3.915429
O2 2.783392 -2.579513 4.082898
H1 1.102637 -3.685460 1.336044
H2 2.385948 -2.745191 0.889031
H3 3.317859 -4.692426 1.806453
C2 -4.402932 -0.496826 -4.111592
O3 -2.997634 -0.522366 -4.307014
C3 -2.286755 0.511361 -3.780297
C4 -0.928579 0.290736 -3.567726
C5 -0.152309 1.262059 -2.968757
C6 -0.720310 2.486848 -2.562927
C7 -2.057798 2.735234 -2.886325
C8 -2.841742 1.751751 -3.472603
N3 -0.057263 3.415157 -1.784338
N4 1.150161 3.124223 -1.400153
C9 1.523255 2.280209 -0.436164
C10 2.912946 2.086322 -0.235591
C11 3.415292 1.140073 0.635972
C12 2.559502 0.310026 1.365644
O4 2.954959 -0.627257 2.174617
C13 1.149770 0.499471 1.196152
N5 0.371573 -0.358668 1.915605
C14 -0.938528 -0.228082 1.874832
C15 -1.549616 0.825846 1.186892
C16 -0.783592 1.700234 0.465378
C17 0.610495 1.511616 0.395114
H4 -4.758199 -1.503904 -4.302813
H5 -4.892820 0.191257 -4.803209
H6 -4.652194 -0.215467 -3.087305
H7 -0.507251 -0.666078 -3.860888
H8 0.900157 1.086887 -2.777342
H9 -2.480355 3.699008 -2.624642
H10 -3.886139 1.952621 -3.681094
H11 3.581798 2.705852 -0.820565
H12 4.484160 1.009777 0.761479
H13 -1.517921 -0.951318 2.426820
H14 -2.623990 0.936623 1.258912
H15 -1.239493 2.552583 -0.023025
S1 -2.721090 -0.092243 4.830190
Sb1 -0.947217 -1.248194 5.655835
S2 1.119088 -0.096298 4.804299
S3 -0.278267 -2.769579 3.791440

Cartesian forces (eV/Å) of the 6 atoms listed first:
0.10 -0.33 -0.35
0.03 0.24 0.14
-0.12 -0.06 0.07
-0.19 0.36 0.28
-0.13 0.12 0.11
0.36 -0.34 -0.15



| no. | DFT total energy (a.u.) |
| --- | --- |
| 1 | -13885.74871 |
| 2 | -4532.26891 |
| 3 | -2515.16884 |
| 4 | -1602.76025 |
| 5 | -3024.11251 |
| 6 | -3817.49015 |